## 1
Below is one molecule with the formula C4H12N2O, with properties calculated with ωB97M-V/def2-TZVPD.

As for the HOMO energy: -8.77 eV.

Last column: Mulliken charge in e.
Cartesian coordinates (Å):
N  2.24  1.65  -0.72  -0.593
C  1.78  0.43  -1.37  -0.399
C  0.27  0.44  -1.58  -0.546
N  -0.44  0.71  -0.33  -0.335
C  -0.43  -0.25  0.79  -0.480
C  -1.69  -1.12  0.88  -0.444
O  -1.83  -1.65  2.20  -0.545
H  3.23  1.66  -0.55  0.205
H  1.71  1.88  0.09  0.234
H  2.32  0.27  -2.30  0.370
H  1.92  -0.43  -0.70  0.240
H  0.00  -0.51  -2.07  0.239
H  -0.11  1.23  -2.22  0.398
H  -1.41  0.94  -0.48  0.249
H  -0.20  0.19  1.77  0.308
H  0.53  -0.75  0.59  0.227
H  -1.65  -1.96  0.17  0.236
H  -2.59  -0.53  0.75  0.329
H  -1.02  -2.15  2.39  0.309

---

## 2
Below is a 3-piece molecular cluster, C4H12N2O overall, with properties calculated with ωB97M-V/def2-TZVPD.

As for the HOMO energy (alpha / beta): -8.76 / -8.58 eV.

Last column: Mulliken charge in e.
Cartesian coordinates (Å):
C  -1.16  -1.55  -2.48  -0.510
C  2.06  -0.24  2.29  -0.834
C  2.41  2.15  2.28  -0.816
C  -4.17  -0.96  -2.04  -0.419
N  -2.09  -0.59  -2.99  0.086
N  1.49  1.07  2.55  -0.370
O  -1.76  0.58  -3.09  -0.336
H  -0.28  -1.59  -3.13  0.282
H  -0.82  -1.26  -1.48  0.246
H  -1.65  -2.52  -2.44  0.248
H  2.45  -0.34  1.27  0.288
H  2.88  -0.40  2.99  0.310
H  1.30  -1.00  2.47  0.301
H  3.28  2.05  2.93  0.282
H  2.78  2.16  1.24  0.294
H  1.93  3.10  2.48  0.306
H  -4.55  -1.80  -2.61  0.198
H  -4.73  -0.05  -2.26  0.206
H  0.64  1.19  2.02  0.238

---

## 3
Below is a 2-piece molecular cluster, C4H12N2O overall, with properties calculated with ωB97M-V/def2-TZVPD.

As for the HOMO energy: -9.44 eV.

Last column: Mulliken charge in e.
Cartesian coordinates (Å):
C  -0.21  1.07  -1.10  -0.952
N  -1.02  -0.15  -1.08  -0.310
C  -1.23  -0.66  -2.43  -0.890
H  0.76  0.87  -1.54  0.374
H  -0.68  1.86  -1.69  0.410
H  -0.05  1.44  -0.09  0.237
H  -1.90  0.04  -0.62  0.191
H  -1.32  0.15  -3.16  0.296
H  -2.16  -1.23  -2.47  0.335
H  -0.43  -1.32  -2.74  0.259
C  0.32  0.31  2.64  -0.886
C  1.51  -0.30  1.94  0.596
N  1.20  -1.13  0.90  -0.431
O  2.65  -0.07  2.29  -0.616
H  -0.62  -0.08  2.26  0.282
H  0.36  1.39  2.48  0.241
H  0.40  0.14  3.71  0.320
H  0.40  -0.90  0.32  0.283
H  2.01  -1.45  0.38  0.259

---

Which structure is the least stable? The one labeled 2.

---

## 1
Below is a 2-piece molecular cluster, C4H12N2O overall, with properties calculated with ωB97M-V/def2-TZVPD.

As for the HOMO energy: -8.23 eV.

Last column: Mulliken charge in e.
Cartesian coordinates (Å):
C  -1.09  0.34  -1.16  -0.393
N  -2.29  -0.45  -0.88  -0.389
C  2.65  0.22  -0.25  -0.646
O  1.69  -0.73  -0.57  -0.668
C  -0.78  0.99  0.24  -0.662
N  -0.04  0.13  1.16  -0.368
C  -0.80  -1.11  1.37  -0.864
H  -0.21  -0.26  -1.44  0.369
H  -1.21  1.22  -1.81  0.412
H  -2.69  -0.64  -1.82  0.252
H  2.48  0.95  0.62  0.258
H  3.73  -0.15  -0.18  0.254
H  2.83  1.10  -1.01  0.212
H  -1.75  1.04  0.82  0.474
H  -0.27  2.01  0.16  0.303
H  0.77  -0.29  0.56  0.495
H  -0.38  -1.80  2.16  0.260
H  -1.83  -0.83  1.61  0.396
H  -0.80  -1.72  0.42  0.305

---

## 2
Below is a 2-piece molecular cluster, C4H12N2O overall, with properties calculated with ωB97M-V/def2-TZVPD.

As for the HOMO energy: -6.86 eV.

Last column: Mulliken charge in e.
Cartesian coordinates (Å):
C  0.10  0.40  0.38  0.734
C  -0.17  -0.53  -0.71  -0.606
C  1.63  -1.03  -0.99  -1.188
C  -1.99  0.69  0.09  -1.383
N  0.74  1.60  0.15  -0.420
N  0.27  -0.11  1.65  -0.434
O  -0.67  -1.79  -0.38  -0.545
H  -1.43  -1.63  0.21  0.422
H  -0.39  -0.11  -1.68  0.387
H  1.42  1.94  0.82  0.174
H  0.70  0.49  2.34  0.222
H  0.59  -1.07  1.68  0.254
H  0.51  2.04  -0.73  0.215
H  2.21  -0.19  -1.36  0.353
H  2.08  -1.48  -0.11  0.289
H  1.51  -1.78  -1.77  0.394
H  -2.49  0.22  0.95  0.351
H  -2.01  1.78  0.25  0.431
H  -2.61  0.55  -0.80  0.352

---

## 3
Below is C4H12N2O as an isolated structure, with properties calculated with ωB97M-V/def2-TZVPD.

As for the HOMO energy (alpha / beta): -7.66 / -7.66 eV.

Last column: Mulliken charge in e.
Cartesian coordinates (Å):
C  -0.23  -0.35  -1.91  -0.643
C  -0.79  -1.39  0.38  -0.312
C  0.34  -0.92  1.18  -0.825
C  0.43  1.33  1.45  -1.195
N  -1.13  -0.40  -0.72  0.091
N  0.93  0.50  -1.87  -0.568
O  -1.43  0.83  -0.29  -0.574
H  -0.70  1.04  0.67  0.330
H  1.57  0.23  -1.14  0.256
H  0.66  1.46  -1.70  0.295
H  0.06  -1.38  -2.12  0.374
H  -0.87  0.00  -2.72  0.323
H  -0.58  -2.33  -0.14  0.344
H  -1.70  -1.50  0.96  0.258
H  1.33  -1.05  0.77  0.364
H  0.26  -0.90  2.25  0.354
H  1.49  1.16  1.53  0.376
H  0.37  2.32  0.98  0.383
H  -0.01  1.35  2.45  0.368

---

Which structure is the least stable? The one labeled 1.

---

## 1
Below is one molecule with the formula C4H12N2O, with properties calculated with ωB97M-V/def2-TZVPD.

As for the HOMO energy: -8.51 eV.

Last column: Mulliken charge in e.
Cartesian coordinates (Å):
C  1.07  -1.37  0.22  -0.803
N  1.91  -0.92  1.35  -0.533
C  0.16  -0.33  -0.58  -0.096
C  -1.11  -1.26  -1.19  -1.238
N  -0.36  0.59  0.45  -0.180
C  -0.26  1.96  0.36  -0.420
O  -1.47  2.36  -0.41  -0.535
H  0.35  -2.04  0.62  0.389
H  1.76  -1.96  -0.46  0.367
H  2.68  -0.48  0.93  0.226
H  1.39  -0.44  2.13  0.240
H  0.72  0.14  -1.41  0.437
H  -1.75  -1.64  -0.36  0.323
H  -1.90  -0.52  -1.72  0.274
H  -0.59  -2.00  -1.70  0.426
H  -1.12  0.15  0.96  0.266
H  0.71  2.23  -0.32  0.231
H  -0.35  2.28  1.37  0.353
H  -1.83  3.25  -0.25  0.274

---

## 2
Below is one molecule with the formula C4H12N2O, with properties calculated with ωB97M-V/def2-TZVPD.

As for the HOMO energy: -9.52 eV.

Last column: Mulliken charge in e.
Cartesian coordinates (Å):
C  -0.23  0.09  -0.49  -0.839
C  -0.75  -1.33  -0.62  0.403
C  -2.07  -1.31  -1.38  -1.332
O  -0.93  -1.89  0.67  -0.574
N  0.87  0.16  0.51  -0.433
C  1.00  1.56  1.01  -0.335
N  2.29  1.81  1.64  -0.647
H  -1.03  0.59  0.03  0.408
H  0.10  0.53  -1.43  0.430
H  -0.10  -1.99  -1.15  0.233
H  -2.87  -0.88  -0.79  0.338
H  -1.94  -0.69  -2.27  0.324
H  -2.33  -2.30  -1.75  0.350
H  -0.44  -1.30  1.27  0.368
H  1.73  -0.12  0.06  0.207
H  0.22  1.62  1.77  0.250
H  0.80  2.23  0.18  0.309
H  2.78  0.93  1.76  0.258
H  2.89  2.29  0.98  0.282

---

Which structure is the least stable? The one labeled 1.